# 1
The following is a DFT calculation (wB97M-V/def2-TZVPD) of a structure of composition C24H32Br2Cl11F6KMgNNaO5P at a distorted geometry.

Computed properties:
Total charge = +1
E_LUMO = -6.04 eV
Kohn-Sham gap = 1.385 eV

XYZ file:
```
85
Properties=species:S:1:pos:R:3:lowdin_charge:R:1
C -2.71199 -2.30707 1.99096 -0.25
C -2.55730 -2.08436 0.41274 -0.73
Br -3.20719 -3.50465 -0.75691 0.70
C -2.01836 -0.90370 -0.11285 -0.67
Br -1.41926 0.41628 1.28167 0.64
P -1.86622 -0.35620 -1.94107 0.48
C -1.92878 0.39475 -3.72583 -0.33
C -2.26001 -0.66014 -4.86983 -0.18
C -3.75848 -1.11984 -4.94208 -0.41
N -4.00691 -2.57442 -5.06626 0.11
O -4.78005 -0.38267 -4.85781 -0.23
C -0.39052 -1.49770 -2.33964 -0.39
F -0.73905 -2.79090 -2.85521 -0.03
F 0.43209 -0.95734 -3.38528 -0.01
C 0.66996 -1.79226 -1.17841 -0.40
F 1.83908 -2.24418 -1.85678 0.05
F 0.34837 -2.88839 -0.36531 0.07
F 1.10625 -0.68588 -0.47823 0.09
H -3.55117 -1.66411 2.42949 0.09
H -1.72981 -2.19539 2.56271 -0.03
H -3.07494 -3.38052 2.11869 0.01
H -2.87327 -1.31047 -2.40469 -0.02
H -2.98543 0.54381 -1.63132 0.00
H -0.92543 0.68218 -1.53310 0.01
H -2.79443 1.15299 -3.76724 0.05
H -1.01400 1.04757 -3.95179 0.10
H -2.05707 -0.11082 -5.86394 0.12
H -1.55831 -1.55774 -4.90414 0.11
H -3.15964 -2.90201 -5.56913 0.09
H -3.86283 -2.96077 -4.11125 0.09
Mg -4.87286 1.19228 -5.89145 0.78
C -2.83954 5.20920 0.28295 -0.16
C -2.13820 5.55477 -1.01419 -0.15
C -1.36265 4.28361 -1.30165 -0.18
O -2.12691 3.19803 -0.74805 -0.20
C -3.15982 3.73784 0.08599 -0.22
H -3.72567 5.81423 0.47885 0.12
H -2.14720 5.33381 1.12298 0.10
H -2.87903 5.72734 -1.80164 0.12
H -1.49980 6.43620 -0.94744 0.12
H -0.38535 4.29382 -0.80725 0.11
H -1.20985 4.11697 -2.36998 0.12
H -4.11514 3.60525 -0.43242 0.12
H -3.19511 3.18422 1.02720 0.08
Cl 0.98814 -2.90332 6.96650 0.60
C 1.24170 -2.38690 5.28094 -0.63
C 0.29429 -1.28000 4.87189 -0.61
Cl -1.39137 -1.85047 4.77092 0.62
H 1.13411 -3.26244 4.63943 0.04
H 2.27283 -2.03764 5.20801 0.09
H 0.56486 -0.90938 3.88112 0.07
H 0.32619 -0.44218 5.56936 0.08
C 0.90537 5.26763 1.53482 -1.00
O 1.52511 4.24594 1.22475 0.05
O 0.17541 5.38124 2.54992 0.08
O 0.90583 6.34593 0.88096 0.16
C -0.87006 -5.55848 4.28540 -1.46
Cl -0.74531 -7.25186 4.81838 0.58
Cl 0.01853 -5.31707 2.77933 0.60
Cl -2.55908 -5.09022 4.09295 0.60
H -0.42421 -4.92821 5.05317 -0.01
C 2.60343 -5.86310 8.50116 -1.56
Cl 1.49292 -6.97861 9.30946 0.52
Cl 4.05468 -5.61407 9.47714 0.54
Cl 3.03187 -6.46867 6.89283 0.50
H 2.10096 -4.90549 8.38419 -0.05
Na -1.27433 -9.49146 4.08393 0.69
C 5.07870 -3.13253 -2.64343 -1.55
Cl 4.60816 -2.78703 -4.31218 0.52
Cl 5.48193 -4.84513 -2.45184 0.51
Cl 6.44097 -2.11510 -2.15703 0.52
H 4.23456 -2.90570 -1.99721 -0.01
K -0.73441 2.48826 2.24048 0.62
F 6.52620 5.46663 -3.32423 0.06
C 5.39278 4.88154 -2.90298 -0.29
C 4.91164 3.77013 -3.57516 -0.02
C 3.74106 3.16170 -3.13583 -0.09
C 3.06001 3.67787 -2.03655 -0.09
C 3.55070 4.79777 -1.37257 -0.07
C 4.72708 5.40044 -1.80455 -0.01
H 5.45095 3.38768 -4.43354 0.11
H 3.35931 2.28647 -3.64979 0.10
H 2.14402 3.20399 -1.69750 0.09
H 3.01756 5.20037 -0.52003 0.08
H 5.12874 6.26779 -1.29465 0.12
```


# 2
The following is a DFT calculation (wB97M-V/def2-TZVPD) of a structure of composition C24H32Cl2InN3O3 at a distorted geometry.

Computed properties:
E_LUMO = -0.17 eV
Kohn-Sham gap = 6.076 eV
Energy above the lowest of the compared OMol25 structures with the same formula, charge and spin = 0.0 kcal per mole

XYZ file:
```
65
Properties=species:S:1:pos:R:3:lowdin_charge:R:1
O 0.33519 1.20330 -2.99215 -0.18
C -0.56208 1.44280 -3.83151 -0.17
C -0.22901 1.97471 -5.14990 -0.17
C 0.94861 2.72658 -5.37206 -0.01
H 1.60396 2.93651 -4.52276 0.12
C 1.22776 3.19382 -6.65677 -0.07
H 2.12045 3.80390 -6.82750 0.11
C 0.36215 2.89409 -7.72245 -0.07
H 0.59177 3.26309 -8.72446 0.11
C -0.79139 2.12450 -7.50273 -0.07
H -1.46730 1.90685 -8.33187 0.11
C -1.07485 1.65343 -6.22610 -0.02
H -1.95489 1.04385 -6.02118 0.12
H -1.60710 1.13950 -3.64907 0.09
C -2.47518 2.46018 -1.31008 -0.15
C -2.09142 1.17407 -0.72888 -0.35
H -3.31878 2.91320 -0.76357 0.07
H -2.78488 2.34624 -2.35688 0.06
H -1.62876 3.15753 -1.29202 0.06
C -2.71080 0.44406 0.18494 -0.27
C -3.81024 0.96785 1.08470 -0.12
H -2.40967 -0.58816 0.40301 0.06
H -4.41915 1.71793 0.55937 0.06
H -3.39684 1.45202 1.98641 0.06
H -4.46683 0.15437 1.41704 0.06
In 0.06702 0.24875 -1.02393 0.30
Cl 1.36164 2.27845 -0.50535 0.06
Cl -1.23713 -1.28488 -2.48185 0.13
H 4.32434 0.55963 -3.54925 0.09
H 5.59336 1.26200 -1.90562 0.09
C 3.42812 0.32118 -2.97037 -0.02
C 4.87467 1.11626 -1.09596 -0.04
N 3.83582 0.21685 -1.57020 -0.17
H 3.00193 -0.63357 -3.29797 0.11
C 3.07924 -0.44525 -0.69596 -0.29
O 1.96237 -0.95537 -1.00477 -0.11
H 5.36318 0.65898 -0.23103 0.09
H 3.47399 -0.51990 0.33046 0.16
H 2.67802 1.11258 -3.11644 0.07
H 4.45689 2.08793 -0.79647 0.08
H -1.37506 -5.49026 1.53099 0.09
H -0.45954 -6.29868 -0.77508 0.09
C -1.80319 -4.63151 0.99674 -0.04
C -0.94693 -5.40893 -1.19760 -0.05
N -1.03320 -4.35366 -0.20094 -0.19
H -1.79721 -3.75107 1.64310 0.09
C -0.40644 -3.17244 -0.36127 -0.39
O -0.50683 -2.20350 0.41202 -0.09
H -0.36044 -5.03201 -2.04090 0.09
H 0.18362 -3.11878 -1.29083 0.08
H -2.83549 -4.89233 0.72985 0.09
H -1.94924 -5.69595 -1.54439 0.09
N 0.10931 0.36265 1.46170 0.17
C 0.08990 0.21150 2.62149 -0.07
C 0.10006 0.07838 4.04187 -0.21
C -1.09321 0.17949 4.77752 -0.02
C -1.06488 0.11631 6.17319 -0.07
C 0.14815 -0.05976 6.85036 -0.08
C 1.33815 -0.17189 6.11863 -0.07
C 1.31492 -0.11578 4.72096 -0.02
H -2.03880 0.32003 4.25041 0.12
H -1.98922 0.21449 6.74216 0.11
H 0.17450 -0.10297 7.94516 0.11
H 2.29405 -0.29472 6.63281 0.11
H 2.23844 -0.20627 4.14166 0.12
```


# 3
The following is a DFT calculation (wB97M-V/def2-TZVPD) of a cluster of 6 separate species, C24H32F16N2O14S in total at a distorted geometry.

Computed properties:
E_LUMO = -0.62 eV
Kohn-Sham gap = 9.712 eV
Energy above the lowest of the compared OMol25 structures with the same formula, charge and spin = 5.5 kcal per mole

XYZ file:
```
89
Properties=species:S:1:pos:R:3:lowdin_charge:R:1
C 3.65752 -5.85194 -2.34669 0.03
C 3.78413 -5.40381 -3.59338 -0.17
C 3.20905 -4.10893 -4.11406 -0.18
N 1.72162 -4.00735 -4.10499 -0.18
C 1.03890 -5.29223 -4.19970 -0.23
O -0.32642 -5.11124 -4.54297 -0.10
N -1.13892 -5.91757 -3.63551 0.03
O -1.90384 -5.26240 -3.07102 0.10
S 1.13684 -3.06570 -2.88691 0.59
O 1.40293 -3.65225 -1.61623 -0.23
O -0.21540 -2.71245 -3.11937 -0.24
F 1.99485 -1.78157 -3.00021 -0.11
H 3.33047 -5.25547 -1.50756 0.07
H 3.87967 -6.89900 -2.17970 0.07
H 4.31375 -6.02823 -4.30417 0.10
H 3.64890 -3.28219 -3.55889 0.10
H 3.52012 -3.95638 -5.14629 0.12
H 1.09809 -5.88926 -3.28864 0.12
H 1.52555 -5.84196 -5.00514 0.14
C 6.65268 -0.75201 -0.22105 -0.06
C 6.91151 -0.86098 -1.70804 -0.19
O 7.64408 -2.05930 -2.03832 0.04
C 6.95327 -3.18610 -2.03212 -0.40
O 5.78863 -3.31261 -1.79290 0.16
C 7.86873 -4.35992 -2.42141 -0.55
F 9.00337 -4.34307 -1.71907 0.17
F 8.18207 -4.28445 -3.72161 0.17
F 7.26186 -5.51992 -2.20751 0.17
H 7.59079 -0.80607 0.33197 0.09
H 6.16132 0.19303 0.00642 0.08
H 6.01690 -1.56245 0.13164 0.08
H 7.54045 -0.03926 -2.04202 0.13
H 5.98743 -0.82500 -2.28467 0.12
C -1.62445 -5.89202 -0.14045 -0.06
C -2.23280 -5.61872 1.21699 -0.18
O -1.83108 -6.60039 2.19591 0.04
C -0.60322 -6.48022 2.67415 -0.41
O 0.20038 -5.64390 2.38825 0.17
C -0.34483 -7.58399 3.71459 -0.55
F -0.69807 -8.78497 3.24521 0.17
F -1.05405 -7.34836 4.82490 0.17
F 0.93983 -7.62956 4.04415 0.18
H -1.87038 -6.90240 -0.47134 0.09
H -1.99754 -5.17911 -0.86332 0.06
H -0.53776 -5.81153 -0.10523 0.08
H -3.31662 -5.69209 1.16449 0.13
H -1.98760 -4.61951 1.57547 0.13
C -1.01313 0.31163 -2.72286 -0.05
C -0.03766 1.44605 -2.50778 -0.18
O -0.68846 2.63911 -2.01423 0.04
C -1.02156 2.63610 -0.73703 -0.41
O -0.83565 1.76479 0.05866 0.18
C -1.68032 3.97712 -0.37669 -0.54
F -2.64183 4.30989 -1.24486 0.17
F -0.78155 4.97199 -0.37688 0.16
F -2.23158 3.93766 0.83522 0.15
H -1.81922 0.62183 -3.38922 0.09
H -0.51245 -0.55708 -3.14007 0.04
H -1.47165 0.00007 -1.78505 0.08
H 0.41429 1.73631 -3.45359 0.13
H 0.76983 1.16379 -1.83231 0.13
C -2.03912 7.13246 2.31622 -0.05
C -1.61142 8.07294 1.20912 -0.19
O -1.63067 9.44682 1.64582 0.04
C -0.62679 9.82596 2.42092 -0.40
O 0.29137 9.15390 2.78453 0.17
C -0.78397 11.31426 2.77814 -0.55
F -2.01920 11.58002 3.21311 0.17
F -0.55140 12.07415 1.70076 0.17
F 0.07486 11.66407 3.72660 0.18
H -3.02216 7.41351 2.69731 0.08
H -2.08024 6.11014 1.94699 0.06
H -1.34551 7.16659 3.15492 0.08
H -2.31108 8.01658 0.37829 0.13
H -0.62417 7.82045 0.82368 0.12
C -5.26815 4.21099 1.97642 -0.06
C -5.01230 3.37051 3.20773 -0.19
O -5.67524 3.90695 4.37039 0.04
C -6.98009 3.69679 4.44621 -0.40
O -7.65738 3.10461 3.66045 0.17
C -7.52689 4.30930 5.74745 -0.55
F -7.10521 5.56789 5.90433 0.17
F -7.11116 3.59828 6.80243 0.17
F -8.85337 4.31300 5.74505 0.18
H -4.97483 5.24660 2.15553 0.08
H -4.70196 3.82480 1.13203 0.07
H -6.32345 4.21545 1.70768 0.08
H -3.95214 3.37548 3.45125 0.12
H -5.31011 2.33306 3.05963 0.13
```


# 4
The following is a DFT calculation (wB97M-V/def2-TZVPD) of a cluster of 7 separate species, C24H32F6N3O18S in total at a distorted geometry.

Computed properties:
Total charge = +1
E_LUMO = -3.49 eV
Kohn-Sham gap = 8.618 eV

XYZ file:
```
84
Properties=species:S:1:pos:R:3:lowdin_charge:R:1
C -0.14846 -6.59059 -3.98548 -0.15
C 0.26642 -5.24686 -3.39544 -0.51
S -1.16193 -4.20956 -2.97639 0.92
C -1.41204 -3.06571 -4.34265 -0.45
N -2.42993 -3.56212 -5.29138 0.03
C -3.43616 -4.36192 -4.86089 -0.39
N -3.57225 -5.66575 -5.24692 0.12
C -4.74549 -6.23178 -4.52622 -0.08
C -5.43149 -4.99775 -3.84629 -0.07
N -4.42037 -3.97606 -4.07407 0.15
H -0.82038 -7.08266 -3.28631 0.07
H 0.71321 -7.23741 -4.11663 0.08
H -0.61080 -6.45817 -4.95974 0.06
H 0.94101 -4.74208 -4.08093 0.08
H 0.79647 -5.42003 -2.46592 0.08
H -1.74955 -2.13433 -3.89684 0.05
H -0.49881 -2.91022 -4.90267 0.09
H -2.40809 -3.33108 -6.26835 0.15
H -2.71620 -6.11612 -4.92713 0.11
H -4.33016 -6.91866 -3.79720 0.12
H -5.41416 -6.74505 -5.19999 0.12
H -5.68098 -5.20644 -2.81842 0.13
H -6.25344 -4.72318 -4.49667 0.13
H -4.33023 -3.16160 -3.48032 0.15
C 2.62399 -1.36721 -2.01610 -0.04
C 2.04542 -1.45861 -3.40366 -0.32
O 2.93563 -2.33500 -4.06344 0.13
C 3.47556 -3.15528 -3.10478 -0.55
O 4.04138 -4.16589 -3.33362 0.19
O 3.22638 -2.66210 -1.86922 0.08
F 2.03112 -0.26374 -4.04339 0.08
H 3.38529 -0.59322 -1.93587 0.14
H 1.86775 -1.19983 -1.25372 0.13
H 1.04025 -1.88498 -3.42599 0.14
C 3.19188 3.78260 -0.49492 -0.02
C 2.88045 3.16423 -1.84244 -0.29
O 2.65136 1.80249 -1.49454 0.12
C 2.20038 1.78057 -0.22121 -0.56
O 1.67652 0.83654 0.27737 0.16
O 2.40682 2.96097 0.39056 0.08
F 3.92387 3.23444 -2.69616 0.09
H 4.24786 3.68824 -0.24155 0.15
H 2.89382 4.82385 -0.42004 0.15
H 1.98958 3.56422 -2.32793 0.18
C 2.26558 0.77923 4.15496 -0.04
C 1.00501 1.18272 3.42944 -0.30
O 0.49886 2.22876 4.25422 0.12
C 1.57282 2.80463 4.86508 -0.54
O 1.55039 3.85532 5.41077 0.18
O 2.66635 2.01938 4.75229 0.08
F 0.09711 0.17605 3.39270 0.08
H 2.06501 0.04467 4.93607 0.15
H 3.03736 0.39893 3.49202 0.14
H 1.16549 1.55975 2.42274 0.14
C -2.65450 2.53937 5.85278 -0.05
C -1.78323 2.04977 6.97454 -0.33
O -2.72043 1.55218 7.91016 0.14
C -3.82121 1.15327 7.20072 -0.54
O -4.68350 0.46725 7.62253 0.19
O -3.77051 1.64497 5.93274 0.07
F -1.07714 3.05759 7.54112 0.08
H -2.99443 3.56292 6.01476 0.15
H -2.16894 2.47334 4.88314 0.13
H -1.09833 1.24700 6.69355 0.17
C -3.02724 1.07356 -4.37264 -0.05
C -3.62839 0.43817 -3.13889 -0.29
O -2.58761 0.56304 -2.19273 0.13
C -1.84563 1.65989 -2.54141 -0.53
O -1.05006 2.19001 -1.85114 0.20
O -2.14792 2.04439 -3.80703 0.08
F -3.89923 -0.88856 -3.33407 0.04
H -2.44508 0.35162 -4.94962 0.14
H -3.76228 1.54246 -5.02078 0.15
H -4.52285 0.93260 -2.76010 0.18
C 3.57407 6.01600 6.17668 -0.06
C 5.07910 6.00222 6.05412 -0.31
O 5.44693 7.25412 6.59841 0.13
C 4.48368 7.60250 7.50606 -0.55
O 4.60116 8.45365 8.31574 0.19
O 3.38592 6.82511 7.34590 0.08
F 5.48711 5.94254 4.75683 0.06
H 3.10606 6.50095 5.31885 0.15
H 3.14626 5.03455 6.30790 0.11
H 5.57272 5.20694 6.61509 0.17
```